# 1
Formula: C4H20NO6
Source: the OMol25 dataset
Level of theory: ωB97M-V with the def2-TZVPD basis set

Values from the calculation:
* total charge: +1
* energy relative to the best compared isomer or geometry (same formula, charge and spin): 233.00 kJ/mol
* spin multiplicity: 1
* orbital gap: 9.2 eV

XYZ file:
```
31
Properties=species:S:1:pos:R:3:lowdin_charge:R:1
C 0.6295 -2.5345 2.3164 -0.089
C 0.2759 -1.4740 1.2972 -0.107
C 0.2988 -0.2499 1.7524 -0.123
N -0.2719 0.8162 0.9972 0.065
C -0.3767 1.9325 1.6227 0.134
H 1.6795 -2.9380 2.1968 0.099
H 0.6930 -2.2694 3.3779 0.076
H -0.0151 -3.4214 2.1851 0.087
H 0.3327 -1.9203 0.3191 0.075
H 0.4510 -0.0912 2.8440 0.145
H -0.3827 0.6555 -0.0139 0.134
H -0.9660 2.7822 1.3568 0.107
H 0.1347 1.9800 2.5578 0.108
H 0.1790 -1.6584 -2.0020 0.041
H -1.0312 -0.6740 -1.7618 0.037
O -0.0764 -0.7643 -1.7085 -0.070
H 0.9553 4.0707 0.0002 0.057
H 0.4494 3.6936 -1.3808 0.040
O 0.4340 3.4058 -0.4594 -0.064
H 1.0967 -3.9206 -0.7784 0.066
H 2.1909 -2.9126 -1.2580 0.073
O 1.2602 -3.1547 -1.3401 -0.042
H -1.4470 2.2389 -2.3085 0.038
H -1.0108 0.7926 -2.5557 0.023
O -1.5922 1.3465 -1.9919 -0.065
H -3.2614 -0.3894 0.6727 0.063
H -2.8092 -0.3097 2.1589 0.062
O -2.4947 -0.4041 1.2546 -0.031
H 1.2758 1.9310 -3.8192 0.057
H 2.1439 1.5565 -2.6752 0.055
O 1.2550 1.8845 -2.8562 -0.050
```

# 2
Formula: C10H14F3N5O3S2
Source: the OMol25 dataset
Level of theory: ωB97M-V with the def2-TZVPD basis set

Values from the calculation:
* total charge: 0
* SMILES string: CN(C(=O)CSc1nnc(C(F)(F)F)n1N)[C@H]1CCS(=O)(=O)C1
* spin multiplicity: 1
* orbital gap: 9.7 eV

XYZ file:
```
37
Properties=species:S:1:pos:R:3:lowdin_charge:R:1
C -1.2838 -1.0338 1.1965 -0.069
N -0.8384 -1.4551 -0.0717 -0.080
C -0.1376 -0.6196 -0.9740 -0.473
O 0.6384 -1.1195 -1.7914 0.034
C 0.0100 0.8792 -0.9329 -0.380
S 1.1830 1.4300 0.3693 0.937
C 1.0446 3.2268 0.3742 -0.575
N -0.1044 3.8609 0.3259 0.044
N 0.2436 5.1592 0.0170 0.063
C 1.5219 5.3284 -0.0741 -0.184
C 2.1451 6.7216 -0.3199 -0.500
F 1.3987 7.6410 0.2863 0.187
F 1.9687 6.6518 -1.6862 0.110
F 3.4718 6.6737 -0.0780 0.138
N 2.1482 4.1006 0.2770 -0.088
N 3.4850 3.8993 0.4925 0.075
C -1.0359 -2.8821 -0.5445 -0.275
C -0.2210 -3.7950 0.3433 -0.216
C -0.6911 -5.2509 0.2102 -0.212
S -2.4676 -4.9086 0.2766 0.734
O -2.7620 -4.7246 1.7248 -0.362
O -3.2084 -6.0811 -0.3192 -0.365
C -2.5484 -3.2775 -0.4661 -0.157
H -1.7015 -1.9113 1.7157 0.098
H -0.5012 -0.5333 1.7708 0.083
H -2.1524 -0.4056 1.0964 0.093
H 0.4059 1.1662 -1.9613 0.115
H -0.9794 1.3715 -0.7712 0.092
H 3.9789 4.7386 0.8986 0.127
H 3.9973 3.3762 -0.2024 0.099
H -0.7434 -3.1212 -1.6110 0.169
H -0.2375 -3.4745 1.3886 0.116
H 0.8626 -3.8848 0.1600 0.132
H -0.2896 -5.8904 1.0007 0.113
H -0.4594 -5.7840 -0.8066 0.145
H -3.2044 -2.6088 0.1573 0.128
H -2.9364 -3.4632 -1.4713 0.105
```

# 3
Formula: C30H27BMgN8PSbSe4
Source: the OMol25 dataset
Level of theory: ωB97M-V with the def2-TZVPD basis set

Values from the calculation:
* total charge: -1
* energy relative to the best compared isomer or geometry (same formula, charge and spin): 92.25 kJ/mol
* spin multiplicity: 2
* orbital gap (alpha / beta): 6.5 / 6.1 eV

XYZ file:
```
73
Properties=species:S:1:pos:R:3:lowdin_charge:R:1
Mg -0.0541 1.6113 1.3061 0.241
C -3.2239 0.8688 -1.5996 -0.035
C -2.6904 0.7078 -0.3194 -0.114
N -1.5175 1.3211 -0.2286 -0.006
N -1.2630 1.8792 -1.4355 0.003
C -2.2916 1.6267 -2.2742 -0.066
B -0.0067 2.7899 -1.6527 -0.613
N -0.1199 3.9612 -0.6559 0.025
C -0.1937 5.2952 -0.8449 -0.064
C -0.3153 5.8976 0.3877 -0.053
C -0.3081 4.8389 1.3052 -0.122
N -0.1946 3.6820 0.6743 -0.009
N 1.3005 1.9931 -1.3230 0.016
C 2.3543 1.7207 -2.1212 -0.059
C 3.3140 1.0872 -1.3597 -0.041
C 2.7598 1.0125 -0.0814 -0.125
N 1.5516 1.5604 -0.0696 -0.009
N 0.0518 3.1614 -3.1421 -0.015
C 0.0604 2.2579 -4.1550 -0.132
C 0.2459 2.9374 -5.3310 -0.065
C 0.3482 4.2844 -4.9314 -0.156
N 0.2353 4.4097 -3.6219 0.073
H -4.1579 0.4913 -1.9769 0.095
H -3.0931 0.1782 0.5291 0.108
H -2.2911 2.0141 -3.2770 0.117
H -0.1428 5.7039 -1.8367 0.093
H -0.3919 6.9516 0.5887 0.090
H -0.3737 4.8459 2.3820 0.107
H 2.3502 2.0141 -3.1557 0.117
H 4.2783 0.7376 -1.6842 0.095
H 3.1692 0.6022 0.8292 0.117
H -0.0512 1.2051 -3.9548 0.108
H 0.3006 2.5274 -6.3244 0.089
H 0.4982 5.1613 -5.5410 0.097
Se 2.9301 -0.5191 5.2349 -0.169
Sb 0.5981 -0.0417 5.4258 -0.362
Se -0.1170 1.6993 3.7837 -0.031
Se -1.0468 -1.7793 5.9112 -0.094
Se -0.2636 0.9631 7.5082 -0.094
C 2.9234 -3.8839 3.5974 -0.111
C 3.4137 -3.1080 2.5530 -0.110
C 2.5437 -2.3586 1.7829 -0.133
C 1.1691 -2.3879 2.0310 -0.379
C 0.6886 -3.1700 3.0701 -0.126
C 1.5650 -3.9077 3.8554 -0.095
P 0.0960 -1.3336 0.9934 1.094
C 0.4714 -2.0224 -0.6688 -0.354
C 0.2318 -1.2246 -1.7858 -0.090
C 0.4503 -1.7095 -3.0677 -0.080
C 0.9225 -3.0010 -3.2507 -0.092
C 1.1668 -3.8038 -2.1455 -0.081
C 0.9398 -3.3206 -0.8646 -0.084
C -1.5946 -1.9682 1.2865 -0.376
C -2.2370 -1.4986 2.4305 -0.157
C -3.5503 -1.8521 2.7023 -0.077
C -4.2475 -2.6547 1.8111 -0.091
C -3.6192 -3.1180 0.6614 -0.091
C -2.2971 -2.7836 0.4019 -0.082
H 3.6075 -4.4406 4.2245 0.102
H 4.4774 -3.0702 2.3547 0.101
H 2.9325 -1.7592 0.9666 0.092
H -0.3699 -3.1985 3.2944 0.066
H 1.1711 -4.4703 4.6916 0.104
H -0.1316 -0.2170 -1.6491 0.071
H 0.2548 -1.0776 -3.9258 0.089
H 1.0998 -3.3812 -4.2490 0.098
H 1.5332 -4.8141 -2.2793 0.101
H 1.1334 -3.9571 -0.0102 0.110
H -1.7176 -0.8492 3.1264 0.022
H -4.0083 -1.4952 3.6156 0.108
H -5.2768 -2.9243 2.0137 0.097
H -4.1581 -3.7470 -0.0367 0.097
H -1.8224 -3.1509 -0.4995 0.098
```

# 4
Formula: C24H36HgN7O9S
Source: the OMol25 dataset
Level of theory: ωB97M-V with the def2-TZVPD basis set

Values from the calculation:
* total charge: -2
* energy relative to the best compared isomer or geometry (same formula, charge and spin): 94.82 kJ/mol
* spin multiplicity: 2
* orbital gap (alpha / beta): 7.1 / 7.0 eV

XYZ file:
```
78
Properties=species:S:1:pos:R:3:lowdin_charge:R:1
Hg -0.5073 0.0288 0.0289 1.219
O -1.8112 0.2509 1.7432 -0.454
C 0.2339 2.7377 2.1450 0.040
C -0.6222 3.2125 1.0299 -0.297
N -0.2397 2.6341 -0.2559 -0.228
C 1.1131 2.9833 -0.6748 -0.104
C 2.1260 1.8138 -0.7557 -0.638
O 3.2550 2.1056 -1.1888 -0.037
O 1.7494 0.6735 -0.3642 -0.120
C -1.2209 2.8684 -1.3046 -0.130
C -1.1907 1.8290 -2.4562 -0.648
O -1.2970 2.2585 -3.6017 -0.001
O -1.1381 0.5961 -2.1137 -0.147
H -1.2086 0.0368 2.4620 -0.095
H 1.2734 2.4915 1.9858 0.046
H -0.1884 2.5959 3.1275 0.042
H -0.5886 4.3240 0.9724 0.116
H -1.6547 2.9301 1.2388 0.098
H 1.5576 3.6975 0.0284 0.118
H 1.0935 3.4876 -1.6431 0.126
H -1.1160 3.8668 -1.7499 0.115
H -2.2189 2.7988 -0.8606 0.123
C 3.1751 -4.2764 1.1959 -0.028
C 2.4408 -3.1229 1.7869 -0.297
C 2.5865 -2.4664 2.9946 -0.008
C 1.6204 -1.4435 2.9776 -0.356
N 0.9442 -1.4679 1.8419 0.065
N 1.4521 -2.4850 1.1353 0.058
C 1.3391 -0.3994 4.0066 -0.039
H 3.5742 -4.9102 1.9886 0.074
H 4.0156 -3.9313 0.5884 0.059
H 2.5118 -4.8793 0.5771 0.041
H 3.2878 -2.7046 3.7777 0.093
H 0.9618 -2.7592 0.2877 0.110
H 1.7118 -0.7083 4.9845 0.068
H 0.2654 -0.2287 4.0948 0.063
H 1.8097 0.5518 3.7490 0.066
O -3.9741 -3.4637 3.6808 -0.579
S -3.2236 -2.3533 3.0011 0.912
C -4.3456 -0.9316 3.0475 -0.341
C -5.4581 -1.1695 2.0083 -0.222
C -5.0726 -2.3865 1.1471 -0.239
C -3.5610 -2.5136 1.2365 -0.336
H -3.7324 -0.0666 2.7950 0.047
H -4.6979 -0.8669 4.0767 0.077
H -5.5433 -0.2793 1.3815 0.102
H -6.4259 -1.3225 2.4877 0.094
H -5.3969 -2.2773 0.1114 0.107
H -5.5263 -3.2906 1.5548 0.096
H -3.0246 -1.6949 0.7573 0.063
H -3.1438 -3.4590 0.8950 0.094
O 1.4146 -2.4826 -3.8635 0.091
C 2.0230 -1.8294 -3.0506 -0.485
O 1.5438 -1.4588 -1.8784 0.065
C 3.4487 -1.2835 -3.3174 -0.224
N 3.9796 -0.6727 -2.1016 -0.021
C 5.1612 -1.3897 -1.6438 -0.200
C 5.0229 -2.7564 -2.3093 -0.175
C 4.4294 -2.4058 -3.6717 -0.135
H 3.3388 -0.5655 -4.1345 0.155
H 2.2353 -0.8883 -1.4363 0.080
H 4.0335 0.3406 -2.0703 0.094
H 5.1732 -1.4558 -0.5528 0.108
H 6.0941 -0.9015 -1.9636 0.106
H 4.3176 -3.3735 -1.7485 0.102
H 5.9689 -3.2967 -2.3704 0.102
H 3.9284 -3.2349 -4.1691 0.112
H 5.2116 -2.0220 -4.3325 0.109
N -1.7234 -2.1753 -2.5654 0.182
C -1.1756 -2.9125 -1.5556 -0.526
O -0.8898 -2.3848 -0.4504 -0.121
C -0.9971 -4.3203 -1.7759 -0.225
C -0.2964 -5.0716 -0.8219 -0.246
N 0.2942 -5.6958 -0.0447 0.112
C -1.3839 -4.9363 -2.9758 -0.279
N -1.7194 -5.4522 -3.9575 0.090
H -1.4913 -1.1803 -2.5476 0.054
H -1.6094 -2.5806 -3.4835 0.088
```